Entry 1:
{
  "formula": "C12H44N2O10",
  "method": "wB97M-V/def2-TZVPD",
  "symbols": ["O", "O", "O", "O", "O", "O", "O", "O", "O", "O", "N", "N", "C", "C", "C", "C", "C", "C", "C", "C", "C", "C", "C", "C", "H", "H", "H", "H", "H", "H", "H", "H", "H", "H", "H", "H", "H", "H", "H", "H", "H", "H", "H", "H", "H", "H", "H", "H", "H", "H", "H", "H", "H", "H", "H", "H", "H", "H", "H", "H", "H", "H", "H", "H", "H", "H", "H", "H"],
  "positions_angstrom": [[-23.348, 22.184, 2.071], [-22.097, 22.201, -3.399], [-18.652, 21.653, -0.948], [-26.204, 17.265, -0.441], [-25.420, 18.901, -5.178], [-23.916, 21.253, -5.586], [-24.302, 21.344, -1.182], [-23.500, 18.029, -3.537], [-25.168, 20.368, 3.040], [-21.465, 18.321, 2.408], [-25.373, 19.351, 0.940], [-26.853, 18.837, 2.516], [-23.193, 21.264, -6.785], [-23.752, 23.350, 1.473], [-26.409, 17.235, -1.838], [-22.763, 23.367, -3.005], [-20.888, 22.044, -0.430], [-25.037, 20.544, -2.061], [-22.384, 18.827, 0.361], [-26.794, 18.581, -5.064], [-19.966, 21.119, -1.250], [-22.217, 18.683, -3.372], [-22.015, 19.369, 1.737], [-25.805, 19.525, 2.134], [-24.809, 19.595, -1.787], [-27.223, 19.014, -4.119], [-17.979, 21.260, -1.520], [-22.556, 23.590, -1.932], [-23.299, 17.096, -3.471], [-22.485, 19.726, -3.467], [-24.912, 18.525, -4.436], [-26.111, 20.744, -2.041], [-24.473, 23.878, 2.155], [-26.803, 17.531, -5.067], [-21.848, 21.560, -0.314], [-27.313, 18.957, -5.979], [-22.832, 19.541, -0.314], [-24.741, 20.744, -3.095], [-26.148, 16.355, -0.092], [-22.384, 24.150, -3.611], [-22.822, 19.711, 2.353], [-23.745, 20.866, -7.631], [-22.793, 22.226, -7.008], [-23.154, 18.033, 0.370], [-22.496, 21.894, -4.248], [-26.434, 16.194, -2.160], [-24.434, 20.451, -5.635], [-21.467, 18.437, -0.152], [-21.485, 18.312, -4.089], [-25.611, 17.729, -2.316], [-20.057, 21.118, -2.314], [-19.983, 20.080, -0.892], [-25.588, 18.474, 0.471], [-24.156, 23.138, 0.504], [-27.351, 18.224, 1.906], [-22.412, 20.610, -6.537], [-23.804, 23.287, -3.067], [-20.572, 22.136, 0.598], [-21.644, 18.483, -2.428], [-21.275, 20.146, 1.735], [-21.011, 18.635, 3.204], [-21.060, 23.050, -0.754], [-22.900, 23.976, 1.296], [-23.551, 21.653, -1.720], [-24.808, 20.099, 0.507], [-24.099, 21.651, 2.410], [-27.363, 17.745, -2.073], [-27.156, 18.984, 3.460]],
  "atomic_forces_ev_per_a": [[0.9, -1.3, 0.7], [-0.2, -1.5, -0.6], [0.4, -0.2, -0.2], [-0.1, -1.4, 0.8], [0.4, 0.7, -0.2], [-0.8, 1.2, 0.5], [0.6, 1.2, 0.0], [1.2, -0.4, 0.7], [-3.2, -3.2, -3.8], [1.8, -2.8, 1.8], [1.5, 0.7, -2.8], [-1.3, -0.8, 1.4], [-0.1, -0.5, 0.0], [-1.1, 0.6, 0.8], [-1.4, -0.6, 0.2], [1.2, 0.4, 1.3], [-0.5, -1.6, -0.1], [-0.7, 2.3, -1.5], [0.2, -0.4, -0.7], [0.1, 1.5, 0.0], [1.3, 1.1, 1.6], [0.3, -0.2, 0.5], [-0.7, 0.6, -0.7], [3.5, 4.8, 5.7], [0.2, -3.3, 0.3], [0.1, -0.4, -1.0], [-0.3, 0.0, 0.1], [0.1, -0.2, -0.9], [-0.3, -0.4, 0.0], [0.7, 0.3, 0.0], [0.0, 0.1, -0.3], [0.0, 0.0, 0.5], [0.4, 0.0, -0.9], [-0.9, -1.6, 0.2], [-0.5, 0.0, -0.1], [0.3, -0.2, 0.9], [0.1, 0.7, -0.1], [0.1, -0.3, 0.0], [0.0, 0.7, -0.3], [0.0, 1.3, -0.4], [-1.0, 0.6, -0.4], [-0.2, 0.1, -0.2], [0.1, 0.8, -0.1], [0.6, 0.0, 0.5], [0.1, 0.3, 0.8], [-0.2, 0.1, -0.3], [-0.7, -0.6, 0.6], [-0.7, 0.2, 0.6], [-0.3, 0.4, -0.7], [1.0, 0.6, -0.7], [-0.8, 0.2, -0.7], [-0.4, 0.2, 0.1], [0.0, 0.7, -0.4], [-0.8, 0.2, -0.7], [-0.2, 0.0, -0.2], [1.8, -1.0, -0.7], [-1.8, -0.1, -0.4], [0.6, -0.2, 0.2], [-1.3, 0.2, -0.2], [0.2, 0.9, -0.8], [-0.3, -0.1, -0.4], [0.4, 0.4, -0.8], [0.6, 0.5, 0.2], [-0.1, 0.0, 0.7], [-0.1, -0.9, 0.5], [0.0, 0.0, -0.1], [0.4, -0.4, 0.0], [0.0, -0.2, 0.1]],
  "e_homo_ev": -8.7,
  "smiles": "NC(N)=O.CCO.CCO.CO.CO.CO.CO.CO.CO.CO",
  "total_energy_ha": -1345.34105,
  "e_above_lowest_kcal_mol": 39.6,
  "charge": 0
}


Entry 2:
{
  "formula": "C12H46IN17O9Si2",
  "method": "wB97M-V/def2-TZVPD",
  "symbols": ["I", "Si", "Si", "O", "O", "O", "O", "O", "O", "O", "O", "O", "N", "N", "N", "N", "N", "N", "N", "N", "N", "N", "N", "N", "N", "N", "N", "N", "N", "C", "C", "C", "C", "C", "C", "C", "C", "C", "C", "C", "C", "H", "H", "H", "H", "H", "H", "H", "H", "H", "H", "H", "H", "H", "H", "H", "H", "H", "H", "H", "H", "H", "H", "H", "H", "H", "H", "H", "H", "H", "H", "H", "H", "H", "H", "H", "H", "H", "H", "H", "H", "H", "H", "H", "H", "H", "H"],
  "positions_angstrom": [[2.271, 3.107, 1.227], [2.631, 2.193, -1.043], [4.325, 3.043, -3.245], [-3.307, -7.714, -0.097], [-2.935, -2.850, 3.188], [0.177, 2.134, -3.165], [3.106, 3.556, -2.096], [-7.714, -3.458, 1.459], [-8.822, 0.323, 3.480], [7.889, 6.523, -0.087], [-2.264, 0.813, 0.103], [0.771, -5.415, -2.189], [-1.679, -6.491, -1.062], [-9.849, 1.627, 5.004], [6.018, 3.452, -2.846], [-0.869, 3.777, -4.299], [-1.943, 2.681, -2.635], [8.418, 8.272, 1.231], [2.156, -6.899, -1.212], [-2.492, -0.397, 1.989], [-3.029, -4.693, 1.894], [-7.808, 0.753, 5.446], [-0.784, 1.074, 1.782], [-7.050, -1.350, 1.898], [2.958, -5.422, -2.728], [-4.814, -4.092, 3.149], [6.408, 8.198, 0.194], [-8.885, -1.722, 0.627], [-2.981, -7.847, -2.322], [1.890, -5.882, -2.052], [7.347, 2.956, -0.593], [7.198, 0.442, -1.708], [-1.872, 0.516, 1.220], [6.879, 1.392, -0.390], [-8.826, 0.866, 4.574], [-2.695, -7.372, -1.097], [-7.873, -2.253, 1.336], [-0.815, 2.820, -3.354], [6.242, 3.873, -1.420], [-3.553, -3.817, 2.770], [7.591, 7.596, 0.414], [3.888, -5.794, -2.629], [5.756, 7.722, -0.416], [8.191, 9.156, 1.653], [-3.739, -8.513, -2.393], [-0.041, 3.914, -4.863], [-0.446, 0.842, 2.701], [-5.247, -3.457, 3.807], [-9.870, 2.083, 5.900], [-3.522, -5.495, 1.539], [6.427, 0.687, -2.580], [7.550, 0.952, 0.493], [1.494, 1.428, -1.588], [-7.018, 0.189, 5.161], [-10.635, 1.738, 4.377], [7.036, -0.702, -1.464], [3.072, -7.297, -1.086], [-2.770, 3.236, -2.776], [9.319, 7.854, 1.423], [-1.163, -6.197, -1.874], [6.145, 9.081, 0.597], [-7.164, -0.354, 1.808], [-6.274, -1.708, 2.441], [8.410, 3.094, -1.064], [-9.032, -0.733, 0.515], [-5.340, -4.883, 2.816], [-1.431, -6.109, -0.158], [8.277, 0.670, -2.131], [4.185, 1.609, -3.451], [3.744, 1.216, -0.954], [-9.528, -2.367, 0.188], [5.294, 3.934, -0.742], [-3.315, -0.841, 1.604], [-2.488, -7.577, -3.157], [-2.185, -0.655, 2.912], [6.700, 4.974, -1.448], [-2.081, -4.522, 1.584], [6.717, 2.760, -3.196], [2.802, -4.657, -3.371], [7.394, 3.427, 0.502], [-7.794, 1.193, 6.351], [5.762, 1.282, 0.000], [-1.945, 1.972, -1.913], [1.380, -7.275, -0.684], [-1.677, 4.351, -4.470], [4.031, 3.692, -4.549], [-0.288, 1.766, 1.236]],
  "atomic_forces_ev_per_a": [[0.1, -0.1, -0.4], [0.6, 1.5, -1.6], [0.0, 1.4, 0.4], [-0.3, -0.1, 0.4], [0.2, 0.5, 0.3], [0.2, -0.1, -0.2], [1.2, -3.0, 0.4], [0.0, -0.4, 0.1], [-0.1, 0.1, -0.1], [0.1, 0.0, 0.0], [-0.1, 0.3, -0.7], [-0.3, 0.1, -0.1], [0.6, 0.5, 0.5], [-1.3, 0.7, 0.1], [-1.3, -0.9, 1.0], [0.5, 1.0, -1.3], [-0.7, -0.4, 0.8], [1.2, 0.4, 0.9], [-0.2, -1.0, 1.0], [-0.8, -0.3, 0.1], [0.9, -0.5, -0.7], [1.3, -0.4, 0.6], [1.1, 0.9, 0.1], [1.3, 0.4, 0.4], [0.7, 0.8, -0.9], [-1.0, 0.2, 0.7], [-1.4, 0.3, -0.5], [-1.2, 0.1, -1.0], [-0.7, -0.8, -1.1], [-0.2, 0.1, -0.1], [-1.2, 0.5, 0.8], [-1.0, 0.4, -0.3], [-0.4, -0.3, 0.1], [1.3, -0.6, 0.3], [0.0, -0.3, -0.6], [0.0, 0.2, 0.5], [0.3, -0.3, 0.2], [0.0, -0.3, 0.3], [2.1, 1.1, 1.4], [0.0, -0.1, 0.0], [0.1, -0.7, -0.4], [-0.2, 0.1, 0.0], [0.2, 0.2, 0.2], [0.0, -0.2, -0.1], [0.3, 0.3, 0.0], [-0.3, 0.0, 0.2], [-0.1, 0.0, -0.2], [0.1, -0.4, -0.3], [0.0, -0.1, -0.2], [0.0, 0.0, -0.1], [1.6, -0.5, 1.8], [-1.4, 0.9, -1.8], [0.0, 0.4, 0.4], [-0.3, 0.2, 0.2], [0.3, 0.0, 0.3], [0.6, 2.3, -0.4], [-0.2, 0.1, 0.0], [0.2, -0.1, 0.0], [-0.4, 0.2, -0.1], [0.2, 0.2, 0.2], [0.1, -0.2, -0.1], [-0.2, -0.2, 0.2], [-0.3, 0.1, -0.3], [-2.0, -0.6, 0.8], [0.0, -0.2, 0.2], [0.0, 0.2, -0.1], [0.0, -0.1, -0.5], [-2.1, -0.6, 1.0], [-0.1, -0.6, 0.0], [0.1, 0.4, 0.2], [0.3, 0.3, 0.2], [1.4, -0.3, -1.6], [0.4, 0.0, 0.3], [-0.1, 0.0, 0.2], [-0.1, -0.2, -0.3], [-1.0, -2.4, 0.3], [-0.4, 0.0, 0.1], [-0.9, 0.9, 0.7], [0.1, -0.3, 0.2], [0.0, -0.9, -2.4], [0.0, -0.1, -0.2], [2.3, 0.4, -1.1], [-0.1, 0.1, 0.1], [0.3, 0.1, -0.2], [0.2, -0.1, 0.1], [-0.2, 0.0, 0.3], [-0.1, -0.3, 0.3]],
  "e_homo_ev": -8.4,
  "total_energy_ha": -2969.89248,
  "charge": 0
}


Entry 3:
{
  "formula": "C12H48N6O12",
  "method": "wB97M-V/def2-TZVPD",
  "symbols": ["O", "O", "O", "O", "O", "O", "O", "O", "O", "O", "O", "O", "N", "N", "N", "N", "N", "N", "C", "C", "C", "C", "C", "C", "C", "C", "C", "C", "C", "C", "H", "H", "H", "H", "H", "H", "H", "H", "H", "H", "H", "H", "H", "H", "H", "H", "H", "H", "H", "H", "H", "H", "H", "H", "H", "H", "H", "H", "H", "H", "H", "H", "H", "H", "H", "H", "H", "H", "H", "H", "H", "H", "H", "H", "H", "H", "H", "H"],
  "positions_angstrom": [[-9.605, 14.084, -15.485], [-6.969, 11.812, -22.491], [-8.003, 9.417, -18.328], [-14.543, 7.695, -18.909], [-11.905, 11.925, -20.889], [-12.835, 11.579, -16.942], [-9.717, 13.657, -20.762], [-10.643, 9.168, -17.418], [-14.400, 11.339, -20.710], [-12.358, 14.298, -17.681], [-13.295, 15.886, -23.437], [-8.579, 12.240, -24.807], [-14.683, 10.719, -17.798], [-7.545, 11.342, -20.384], [-8.334, 15.370, -20.330], [-6.199, 10.000, -21.412], [-9.998, 14.961, -18.979], [-14.581, 11.106, -15.765], [-13.911, 11.099, -16.820], [-13.305, 7.179, -19.237], [-11.313, 11.015, -19.987], [-15.115, 12.286, -21.447], [-13.361, 14.434, -18.659], [-10.514, 8.306, -16.301], [-6.851, 11.106, -21.495], [-9.291, 14.558, -20.026], [-9.545, 12.814, -16.185], [-9.717, 11.964, -23.978], [-12.737, 15.643, -22.161], [-7.365, 8.144, -18.080], [-12.844, 7.817, -19.991], [-10.874, 14.470, -18.877], [-10.358, 10.628, -20.344], [-15.620, 10.406, -17.587], [-13.454, 15.593, -21.342], [-6.125, 9.534, -20.519], [-14.721, 12.402, -22.457], [-12.376, 13.401, -17.341], [-11.243, 11.334, -18.947], [-9.504, 7.903, -16.227], [-7.554, 7.718, -17.095], [-10.265, 12.087, -15.809], [-12.691, 7.170, -18.337], [-13.350, 6.231, -19.774], [-13.263, 15.475, -18.968], [-10.653, 12.272, -24.444], [-16.177, 12.045, -21.486], [-9.819, 12.845, -17.239], [-14.118, 11.341, -14.899], [-10.570, 8.719, -15.294], [-9.847, 14.014, -14.559], [-12.051, 16.473, -21.990], [-15.085, 13.246, -20.932], [-13.324, 13.836, -19.570], [-8.539, 12.412, -16.064], [-9.949, 15.826, -18.459], [-11.421, 9.724, -17.328], [-9.783, 10.900, -23.750], [-15.061, 8.012, -19.652], [-14.352, 10.783, -18.750], [-11.936, 10.139, -19.811], [-15.542, 10.797, -15.808], [-14.383, 14.308, -18.301], [-7.786, 12.174, -24.270], [-7.620, 7.437, -18.869], [-14.221, 15.637, -23.394], [-12.055, 14.796, -22.086], [-13.475, 11.469, -20.932], [-8.959, 9.439, -18.245], [-5.679, 9.776, -22.248], [-8.046, 12.218, -20.366], [-11.171, 7.448, -16.439], [-8.135, 16.202, -19.792], [-11.213, 12.509, -21.207], [-9.730, 12.455, -23.006], [-7.733, 15.139, -21.108], [-7.513, 10.766, -19.554], [-6.275, 8.126, -18.113]],
  "atomic_forces_ev_per_a": [[-0.1, -0.1, -1.2], [0.7, 0.3, -0.6], [2.2, -0.4, 0.2], [-1.6, 0.2, 1.1], [0.0, -0.5, 0.2], [5.3, 1.1, -0.5], [0.9, -0.9, 0.2], [0.5, 0.0, 0.3], [-0.9, -0.9, 0.2], [-0.2, -0.3, -0.2], [-0.4, -0.4, 0.1], [-1.2, 0.2, 0.0], [-1.1, -1.4, -3.6], [-1.1, 1.7, 1.4], [3.9, 1.7, -1.5], [2.8, -3.3, -0.9], [-1.8, -0.6, 1.7], [-3.0, -0.1, 7.6], [-1.2, 0.4, -3.4], [0.7, 0.4, -1.5], [0.2, -1.0, 0.7], [-0.4, 0.6, 0.2], [-0.6, 1.1, -0.3], [0.5, -0.8, 0.1], [-2.8, 2.3, 0.1], [-3.2, 0.2, -0.6], [-0.1, -0.1, 1.1], [0.3, -0.2, 0.2], [1.1, 0.7, 0.3], [-0.7, -0.1, -0.4], [0.5, 0.3, 0.2], [0.0, 0.1, 0.5], [0.1, 0.2, 0.0], [0.4, -0.1, -0.7], [-0.2, 0.1, -0.2], [0.3, -0.2, -0.6], [-0.1, 0.0, -0.1], [-0.1, -0.6, 0.2], [0.4, 1.0, -0.1], [0.1, 0.0, -0.8], [-0.5, 0.1, 0.0], [0.0, 0.0, 0.5], [0.0, -0.3, -0.2], [-0.1, -0.6, 0.6], [-0.2, 0.1, -0.2], [0.3, 0.0, -0.5], [0.1, -0.4, -0.1], [0.3, 0.9, 0.0], [-0.5, -0.1, 0.0], [-0.9, 0.7, -0.2], [0.0, -0.6, -0.2], [-0.2, 0.3, 0.4], [0.2, 0.4, -0.1], [0.8, -0.5, 0.1], [0.0, -0.1, -0.2], [0.5, -0.3, -0.3], [-0.3, 0.3, 0.1], [-0.1, -0.3, -0.2], [0.4, -0.1, -0.3], [-0.4, 0.0, -0.2], [-0.5, -0.2, -0.8], [0.4, 0.2, 0.8], [-0.1, -0.1, 0.5], [0.1, -0.1, 0.5], [-0.4, -0.2, 0.1], [0.0, -0.1, -0.2], [-0.4, -0.6, -0.4], [0.7, 0.2, -0.1], [-0.5, -0.7, 0.4], [0.2, -0.5, 0.5], [-0.2, -0.2, 0.0], [-0.2, 0.0, 0.4], [0.0, -0.4, -0.1], [0.4, 0.5, 0.1], [0.6, 0.4, 0.0], [-0.1, 0.1, 0.1], [-0.1, 0.0, -0.1], [0.1, 1.2, -0.2]],
  "e_homo_ev": -8.9,
  "smiles": "NC(N)=O.NC(N)=O.NC(N)=O.CO.CO.CO.CO.CO.CO.CO.CO.CO",
  "total_energy_ha": -1717.33969,
  "e_above_lowest_kcal_mol": 49.1,
  "charge": 0
}